This record from the Open Molecules 2025 dataset describes one molecule with the formula C27H38N4O4 in a non-equilibrium geometry. The level of theory is the ωB97M-V functional and the def2-TZVPD basis.

The geometry in XYZ format:
```
73
Properties=species:S:1:pos:R:3:forces:R:3
C -6.100 -0.538 -2.536 0.2 0.0 -0.1
C -4.797 -0.869 -1.910 0.2 -0.3 0.6
C -4.474 -1.513 -0.754 0.0 0.3 -0.5
C -3.052 -1.506 -0.750 -0.8 0.4 -0.7
N -2.188 -2.012 0.194 0.3 -0.1 -0.3
C -2.539 -2.247 1.487 0.3 -0.2 0.1
O -3.661 -2.080 1.921 -0.3 0.1 0.2
C -1.396 -2.698 2.380 -0.2 0.0 0.1
C -0.694 -1.482 3.024 0.1 -0.1 0.0
C 0.302 -0.962 2.011 0.0 0.1 0.5
O 1.344 -1.570 1.811 0.1 -0.2 0.3
N -0.038 0.098 1.244 0.2 0.1 -0.4
C -0.917 1.188 1.624 -0.5 0.1 0.0
C -2.287 1.146 0.946 0.1 0.3 0.3
C -3.060 2.464 1.066 0.0 -0.2 -0.2
C -4.525 2.223 0.704 0.2 0.1 0.2
C -2.475 3.543 0.158 0.0 -0.1 0.3
C 0.691 0.300 -0.004 0.1 -0.3 0.1
C 1.207 -1.069 -0.510 0.0 0.5 -0.3
O 0.427 -1.977 -0.748 -0.2 -0.3 -0.1
N 2.509 -1.111 -0.807 0.4 0.1 -0.1
C 3.191 -2.338 -1.164 -0.1 -0.4 -0.2
C 4.338 -2.034 -2.126 -0.1 0.0 0.0
C 5.467 -1.520 -1.223 0.1 0.0 -0.1
C 5.206 -2.126 0.170 0.1 0.0 0.1
C 3.905 -2.932 0.053 -0.2 0.0 0.0
C 1.774 1.344 0.096 0.0 0.3 0.1
C 2.457 1.528 1.294 -0.1 0.0 0.0
C 3.466 2.468 1.399 0.1 0.0 0.0
C 3.803 3.236 0.299 0.0 0.0 0.0
C 3.134 3.052 -0.898 0.0 0.0 0.0
C 2.121 2.111 -1.023 0.0 0.0 0.1
C 1.428 1.925 -2.339 0.0 0.0 0.0
N -2.590 -0.897 -1.819 1.0 -0.4 0.6
O -3.669 -0.503 -2.547 -0.8 0.1 -0.2
H -6.103 0.496 -2.873 -0.1 0.1 0.0
H -6.271 -1.175 -3.404 -0.1 0.0 0.0
H -6.900 -0.692 -1.819 0.0 0.0 0.0
H -5.117 -1.924 -0.007 -0.2 0.0 0.1
H -1.206 -2.056 -0.115 0.0 0.0 0.1
H -1.826 -3.315 3.171 0.0 0.0 -0.1
H -0.667 -3.283 1.819 0.0 0.0 0.1
H -1.438 -0.750 3.330 0.0 0.0 0.0
H -0.138 -1.821 3.899 0.0 0.1 -0.1
H -1.036 1.193 2.710 0.1 0.1 -0.1
H -0.399 2.114 1.352 0.0 -0.1 0.1
H -2.158 0.912 -0.111 -0.1 -0.1 -0.1
H -2.883 0.351 1.394 0.0 -0.1 0.0
H -3.009 2.809 2.106 0.0 0.0 0.0
H -5.100 3.141 0.795 -0.1 0.1 0.0
H -4.602 1.868 -0.321 0.0 -0.1 -0.2
H -4.964 1.473 1.358 -0.1 -0.1 0.0
H -2.516 3.220 -0.880 0.0 0.0 -0.2
H -1.440 3.764 0.410 0.1 0.1 0.0
H -3.046 4.465 0.251 0.0 0.1 0.0
H -0.059 0.610 -0.743 0.1 -0.1 0.0
H 3.099 -0.376 -0.446 -0.2 0.1 0.0
H 2.437 -3.008 -1.580 0.1 0.1 0.0
H 4.053 -1.311 -2.888 0.0 0.0 -0.1
H 4.638 -2.957 -2.622 0.0 0.0 0.0
H 6.442 -1.810 -1.612 0.0 0.1 0.0
H 5.447 -0.430 -1.176 0.1 0.0 0.0
H 6.031 -2.763 0.488 0.0 0.1 0.1
H 5.098 -1.337 0.915 0.0 0.0 0.1
H 3.282 -2.852 0.942 0.0 -0.1 0.0
H 4.118 -3.984 -0.133 0.0 -0.1 0.0
H 2.201 0.920 2.147 -0.1 -0.1 0.1
H 3.986 2.597 2.336 0.0 0.0 0.1
H 4.588 3.974 0.371 0.1 0.1 0.0
H 3.405 3.651 -1.756 0.0 0.0 -0.1
H 1.464 0.884 -2.655 0.0 -0.1 -0.1
H 1.898 2.538 -3.104 0.0 0.0 -0.1
H 0.380 2.217 -2.270 -0.1 0.0 -0.1
```
Forces are in eV/Å.

As for the HOMO energy: -8.9 eV. The value obtained for the molar mass is 482.62 g mol⁻¹. The energy above the lowest of the compared OMol25 structures with the same formula, charge and spin is 221.7 kJ/mol. The calculation puts the electronic energy at -1571.68788 a.u. The HOMO-LUMO gap is 0.353 Eh.

Partial atomic charges computed with the Löwdin method, in multiples of e: -0.003 -0.322 0.057 -0.317 0.171 -0.477 0.062 -0.066 -0.058 -0.449 0.067 -0.001 -0.124 -0.151 -0.422 -0.071 -0.071 -0.123 -0.426 0.054 0.141 -0.294 -0.139 -0.183 -0.175 -0.128 -0.160 -0.021 -0.074 -0.081 -0.042 -0.220 -0.024 0.110 -0.004 0.086 0.088 0.087 0.109 0.102 0.125 0.124 0.111 0.127 0.131 0.119 0.101 0.102 0.137 0.076 0.074 0.080 0.082 0.066 0.077 0.147 0.137 0.148 0.110 0.114 0.102 0.099 0.102 0.101 0.101 0.116 0.117 0.103 0.102 0.109 0.085 0.080 0.086

=====

This record from the Open Molecules 2025 dataset describes a 5-piece molecular cluster, C27H39B2F14O20P2 overall. The level of theory is the ωB97M-V functional and the def2-TZVPD basis.

The geometry in XYZ format:
```
104
Properties=species:S:1:pos:R:3:forces:R:3
C 3.867 3.411 -3.438 0.1 0.2 0.3
C 3.822 2.887 -1.997 -0.5 0.0 0.1
C 3.283 1.434 -1.894 0.7 0.5 0.0
C 4.045 0.566 -0.889 -0.6 0.0 0.3
C 3.901 1.149 0.523 0.5 0.1 -0.2
P 3.554 -1.296 -0.843 0.2 0.7 -0.1
C 3.880 -1.580 -2.705 0.3 -0.5 0.1
C 5.276 -1.226 -3.226 -0.1 0.0 -0.2
C 6.305 -2.333 -3.077 0.0 -0.3 -0.2
F 6.211 -3.209 -4.146 0.0 0.2 0.4
F 6.171 -3.077 -1.949 0.1 0.3 -0.3
C 7.757 -1.802 -3.129 0.0 0.2 -0.2
F 7.980 -0.978 -2.073 -0.1 -0.2 -0.2
F 7.888 -1.057 -4.262 0.0 -0.2 0.4
C 8.878 -2.909 -3.155 0.1 0.0 -0.3
F 9.430 -2.953 -4.396 -0.2 -0.1 0.3
F 8.389 -4.133 -2.876 0.1 0.3 0.0
C 10.055 -2.641 -2.181 0.1 0.0 0.1
F 10.658 -1.487 -2.489 -0.1 -0.2 0.1
F 9.657 -2.608 -0.910 0.1 0.0 -0.2
F 10.952 -3.629 -2.311 -0.1 0.2 0.0
O 1.819 -0.950 -1.305 -0.2 0.1 0.2
C 0.915 -1.915 -1.011 -0.2 -0.8 0.0
C 0.054 -2.222 -2.245 -0.2 0.1 -0.3
B -0.567 -0.884 -2.795 -0.1 0.3 0.2
O 0.005 -0.166 -3.838 0.1 0.0 0.4
O -1.720 -0.365 -2.234 0.0 -0.1 -0.7
O 0.010 -1.531 0.053 0.3 0.6 -0.2
B 0.277 -0.358 0.714 -0.1 -0.1 0.1
O 0.195 0.901 0.111 -0.3 -0.3 -0.2
O 0.483 -0.442 2.079 0.0 0.1 -0.1
C 1.703 -3.208 -0.516 0.7 0.5 0.4
F 1.442 -3.375 0.902 0.0 0.0 -0.1
P 1.070 -4.889 -1.028 -0.2 -0.2 0.1
C 2.393 -5.847 -0.203 -0.1 0.2 -0.2
O 1.579 -5.054 -2.606 0.0 0.1 0.0
O 3.020 -3.022 -0.691 -0.6 -0.2 -0.3
H 4.809 3.133 -3.918 -0.2 -0.1 -0.1
H 3.795 4.502 -3.459 0.1 -0.1 -0.1
H 3.031 3.018 -4.020 0.1 0.0 -0.1
H 4.806 2.971 -1.527 0.0 0.0 -0.1
H 3.158 3.545 -1.424 0.1 0.0 0.1
H 3.382 1.002 -2.894 -0.3 -0.1 0.0
H 2.235 1.490 -1.595 -0.1 -0.3 -0.2
H 5.113 0.637 -1.129 -0.1 -0.2 -0.1
H 4.478 2.078 0.614 -0.2 0.0 0.0
H 2.854 1.372 0.745 0.0 -0.1 0.1
H 4.313 0.462 1.269 -0.2 0.0 0.0
H 4.884 -1.654 -0.456 -0.1 -0.2 0.0
H 3.128 -1.162 0.520 0.0 0.0 0.0
H 3.719 -2.643 -2.907 -0.1 0.1 0.0
H 3.137 -1.039 -3.289 0.0 0.0 0.0
H 5.225 -1.058 -4.307 0.1 0.1 0.1
H 5.670 -0.305 -2.796 0.0 -0.1 0.1
H 0.718 -2.644 -3.002 -0.1 -0.2 0.1
H -0.735 -2.928 -1.967 0.2 -0.2 0.0
H 0.449 0.626 -3.518 0.0 0.1 -0.1
H -2.211 -1.049 -1.773 0.1 0.1 0.5
H -0.179 1.548 0.713 0.2 0.1 0.2
H 0.720 0.412 2.453 0.0 -0.1 0.1
H 2.023 -6.123 0.782 0.2 -0.1 0.0
H 3.300 -5.247 -0.129 0.0 -0.1 0.0
H 2.576 -6.728 -0.819 0.0 -0.1 0.1
H 0.785 -5.164 -3.136 0.1 0.0 -0.1
C -2.932 3.261 -2.222 0.0 -0.1 -0.2
C -1.877 3.418 -1.149 -0.1 0.1 0.0
O -2.665 3.587 0.022 0.2 -0.2 0.0
C -3.861 2.974 -0.183 0.0 0.0 -0.1
O -4.647 2.733 0.669 -0.2 0.2 0.0
O -4.016 2.675 -1.492 0.0 0.0 0.0
F -1.114 4.525 -1.334 -0.1 0.1 0.0
H -3.242 4.235 -2.605 0.1 0.1 0.0
H -2.625 2.618 -3.040 -0.1 -0.2 0.1
H -1.226 2.556 -1.029 0.1 -0.1 0.0
C -7.218 0.936 1.907 0.1 0.1 -0.1
C -8.318 1.780 1.306 -0.1 -0.1 0.0
O -9.438 1.459 2.125 0.1 0.3 0.0
C -8.963 1.078 3.337 0.0 -0.1 0.0
O -9.634 0.975 4.316 0.0 0.0 0.0
O -7.643 0.855 3.283 0.1 0.0 -0.1
F -8.601 1.446 0.024 0.0 -0.1 0.1
H -7.209 -0.066 1.476 -0.1 0.0 -0.1
H -6.234 1.376 1.825 0.0 0.1 0.2
H -8.141 2.855 1.356 0.0 0.0 -0.1
C -9.708 3.395 6.233 -0.1 0.1 0.1
C -9.024 3.980 7.449 0.1 0.0 -0.1
O -8.481 5.187 6.945 -0.2 0.1 0.2
C -9.254 5.587 5.895 0.0 -0.1 -0.1
O -9.222 6.666 5.408 0.0 0.0 0.0
O -10.069 4.582 5.509 0.0 -0.1 0.0
F -8.020 3.197 7.913 0.0 0.0 -0.1
H -9.021 2.798 5.642 0.1 -0.1 0.1
H -10.590 2.805 6.462 -0.1 0.1 -0.1
H -9.691 4.215 8.281 0.0 -0.1 0.1
C -1.869 -1.540 3.794 0.3 -0.1 0.0
C -2.772 -2.534 3.101 -0.1 0.1 0.0
O -3.960 -1.778 2.897 0.0 0.0 -0.2
C -3.605 -0.468 2.817 0.1 0.0 0.0
O -4.294 0.398 2.388 0.0 -0.2 0.2
O -2.344 -0.297 3.259 0.0 0.0 0.1
F -3.052 -3.614 3.869 -0.1 0.1 0.1
H -2.012 -1.551 4.876 -0.1 -0.1 0.0
H -0.821 -1.682 3.546 0.0 0.2 -0.1
H -2.405 -2.874 2.131 0.1 -0.1 0.0
```
Forces are in eV/Å.

As for the HOMO energy: -5.4 eV. Its charge is -1. The value obtained for the molar mass is 1033.13 g mol⁻¹. The calculation puts the electronic energy at -4688.00393 a.u. The HOMO-LUMO gap is 0.272 Eh.

Löwdin population analysis, charges in e, atoms 1 to 99: -0.120 -0.256 -0.223 -0.446 -0.127 0.729 -0.219 -0.123 -0.426 0.091 0.113 -0.330 0.135 0.132 -0.326 0.140 0.157 -0.546 0.175 0.183 0.169 -0.201 -0.493 -0.003 -0.623 0.142 0.161 0.147 -0.822 0.157 0.175 -0.589 -0.066 0.929 -0.262 -0.322 -0.246 0.067 0.060 0.063 0.097 0.099 0.089 0.096 0.090 0.065 0.066 0.065 0.035 0.043 0.088 0.074 0.130 0.103 0.114 0.101 0.095 0.099 0.097 0.109 0.029 0.039 0.032 0.027 -0.041 -0.301 0.135 -0.541 0.171 0.079 0.074 0.142 0.140 0.150 -0.041 -0.299 0.132 -0.563 0.146 0.087 0.075 0.151 0.090 0.174 -0.047 -0.314 0.129 -0.557 0.177 0.076 0.077 0.121 0.142 0.169 -0.042 -0.296 0.133 -0.532 0.168